1.
C29H30MnN6O5S2 as an isolated structure at a distorted geometry. Source: the OMol25 dataset; level of theory: ωB97M-V/def2-TZVPD.

Results
<S²>: 0.81
E_tot: -3774.6532 hartree
Multiplicity: 2
Molar mass: 661.67 u
Total charge: +2

Element x y z (Å)
Mn1 -0.67 -1.43 1.19
C1 -1.97 4.29 -4.71
C2 -1.89 3.23 -3.67
C3 -3.06 2.66 -3.16
C4 -3.01 1.73 -2.15
C5 -1.78 1.35 -1.64
C6 -0.60 1.88 -2.13
C7 -0.67 2.81 -3.15
S1 -1.82 0.33 -0.19
O1 -3.02 0.61 0.52
O2 -0.55 0.51 0.59
N1 -1.61 -1.29 -0.40
C8 -2.56 -2.28 -0.74
C9 -2.44 -3.39 0.41
O3 -3.15 -4.35 0.39
O4 -1.52 -3.09 1.25
H1 -2.72 4.05 -5.47
H2 -1.01 4.45 -5.19
H3 -2.28 5.23 -4.25
H4 -4.02 2.98 -3.54
H5 -3.91 1.34 -1.70
H6 0.34 1.59 -1.69
H7 0.24 3.26 -3.53
H8 -2.32 -2.78 -1.68
H9 -3.59 -1.91 -0.78
N2 -2.12 0.75 4.25
C10 -3.41 0.37 3.96
C11 -4.63 0.76 4.50
C12 -5.76 0.15 4.00
C13 -5.68 -0.82 3.00
C14 -4.48 -1.21 2.45
C15 -3.32 -0.61 2.94
N3 -1.98 -0.78 2.64
C16 -1.31 0.03 3.45
C17 0.13 -0.04 3.49
C18 1.03 0.69 4.21
S2 2.61 0.08 3.98
C19 1.98 -1.11 2.93
N4 0.69 -1.06 2.75
H10 -1.85 1.45 4.91
H11 -4.68 1.52 5.27
H12 -6.73 0.42 4.40
H13 -6.59 -1.27 2.65
H14 -4.43 -1.97 1.69
H15 0.85 1.54 4.83
H16 2.63 -1.84 2.47
C20 3.24 1.81 -0.50
C21 4.05 0.56 -0.14
N5 4.48 -0.15 -1.32
C22 5.58 0.41 -2.10
C23 5.12 1.06 -3.40
C24 3.95 -1.31 -1.77
O5 4.29 -1.83 -2.81
C25 2.96 -2.06 -0.90
C26 3.26 -3.40 -0.66
C27 2.36 -4.17 0.05
C28 1.20 -3.58 0.53
N6 0.90 -2.30 0.29
C29 1.75 -1.56 -0.43
H17 2.80 2.23 0.40
H18 2.44 1.56 -1.19
H19 3.87 2.56 -0.96
H20 3.45 -0.11 0.48
H21 4.93 0.86 0.43
H22 6.26 -0.41 -2.36
H23 6.11 1.13 -1.47
H24 4.59 0.33 -4.01
H25 5.98 1.40 -3.95
H26 4.47 1.91 -3.21
H27 4.18 -3.82 -1.05
H28 2.54 -5.22 0.23
H29 0.49 -4.16 1.11
H30 1.44 -0.54 -0.62

2.
One molecule with the formula C23H25FN4O2. Source: the OMol25 dataset; level of theory: ωB97M-V/def2-TZVPD.

Results
SMILES: Cc1nc2ccccn2c1CN(C)C(=O)[C@H]1CCC(=O)N(Cc2cccc(F)c2)C1
E_tot: -1360.8752 hartree
Molar mass: 408.48 u

Element x y z (Å)
C1 4.29 -1.31 -1.69
C2 3.47 -2.18 -0.80
N1 3.41 -3.51 -1.01
C3 2.62 -4.00 -0.07
C4 2.22 -5.32 0.17
C5 1.39 -5.58 1.23
C6 0.95 -4.53 2.06
C7 1.35 -3.25 1.82
N2 2.17 -2.99 0.77
C8 2.71 -1.83 0.31
C9 2.46 -0.50 0.93
N3 1.15 0.04 0.57
C10 0.18 0.09 1.51
O1 0.38 -0.28 2.66
C11 -1.17 0.66 1.09
C12 -2.31 0.01 1.89
C13 -3.34 1.03 2.37
C14 -3.58 2.13 1.36
O2 -4.67 2.46 0.95
N4 -2.43 2.73 0.97
C15 -1.17 2.17 1.37
H1 -0.36 2.67 0.82
H2 -1.00 2.33 2.44
C16 -2.45 3.73 -0.09
C17 -1.97 3.15 -1.39
C18 -0.77 3.56 -1.96
C19 -0.34 2.95 -3.13
C20 -1.06 1.94 -3.74
C21 -2.25 1.53 -3.15
C22 -2.70 2.13 -1.99
H3 -3.63 1.81 -1.54
H4 -2.83 0.74 -3.61
H5 -0.69 1.49 -4.64
F1 0.82 3.35 -3.68
H6 -0.18 4.35 -1.53
H7 -1.83 4.58 0.21
H8 -3.49 4.05 -0.18
H9 -2.99 1.51 3.29
H10 -4.29 0.55 2.59
H11 -1.88 -0.50 2.76
H12 -2.80 -0.75 1.27
H13 -1.34 0.51 0.02
C23 0.97 0.38 -0.83
H14 0.54 1.38 -0.94
H15 0.33 -0.34 -1.34
H16 1.94 0.37 -1.31
H17 3.23 0.21 0.62
H18 2.47 -0.58 2.02
H19 1.03 -2.41 2.43
H20 0.30 -4.73 2.89
H21 1.07 -6.59 1.44
H22 2.58 -6.10 -0.48
H23 3.71 -1.01 -2.56
H24 4.63 -0.42 -1.16
H25 5.15 -1.87 -2.04

3.
C43H98Mn2N12O17 as an isolated structure at a distorted geometry. Source: the OMol25 dataset; level of theory: ωB97M-V/def2-TZVPD.

Results
<S²>: 30.01
E_tot: -5935.3045 hartree
Multiplicity: 11
Molar mass: 1165.20 u

Element x y z (Å)
Mn1 1.10 -1.88 0.60
Mn2 -1.92 -0.09 -1.84
C1 0.07 0.18 -0.30
O1 1.19 -0.01 -0.05
O2 -0.40 1.08 -0.88
O3 -0.62 -0.88 -0.37
C2 1.79 -4.59 4.17
C3 0.67 -3.73 3.51
C4 -0.12 -2.98 4.64
O4 1.13 -2.90 2.47
H1 2.61 -4.04 4.64
H2 2.08 -5.41 3.51
H3 1.36 -5.11 5.02
H4 -0.08 -4.37 3.05
H5 -0.79 -3.68 5.14
H6 -0.90 -2.35 4.23
H7 0.60 -2.44 5.26
C5 -4.69 -1.01 -4.34
C6 -4.20 -2.14 -3.39
C7 -3.95 -3.47 -4.09
O5 -3.11 -1.69 -2.62
H8 -3.92 -0.77 -5.07
H9 -4.90 -0.10 -3.77
H10 -5.48 -1.38 -4.99
H11 -5.10 -2.22 -2.79
H12 -3.31 -3.28 -4.95
H13 -4.91 -3.87 -4.40
H14 -3.59 -4.18 -3.34
C8 -2.76 2.27 -3.88
O6 -2.41 1.48 -3.02
N1 -3.08 3.51 -3.72
C9 -4.18 4.18 -4.38
C10 -2.40 4.33 -2.74
H15 -2.94 2.06 -4.95
H16 -3.89 5.16 -4.76
H17 -5.10 4.24 -3.80
H18 -4.49 3.68 -5.30
H19 -1.36 4.14 -2.49
H20 -2.27 5.25 -3.30
H21 -3.08 4.40 -1.89
C11 5.99 5.29 -2.24
O7 5.10 5.08 -3.11
N2 5.89 4.75 -1.00
C12 6.90 5.00 0.01
C13 4.72 4.00 -0.59
H22 6.98 5.75 -2.37
H23 6.60 5.62 0.86
H24 7.78 5.51 -0.39
H25 7.21 4.10 0.54
H26 4.96 3.14 0.04
H27 4.20 4.62 0.14
H28 4.22 3.70 -1.51
C14 -0.76 -4.01 -0.95
O8 0.33 -3.51 -0.75
N3 -1.32 -5.09 -0.43
C15 -0.67 -5.91 0.55
C16 -2.79 -5.37 -0.62
H29 -1.48 -3.50 -1.61
H30 -0.50 -6.96 0.32
H31 -1.29 -6.00 1.44
H32 0.26 -5.42 0.85
H33 -2.99 -6.35 -1.06
H34 -3.28 -5.27 0.35
H35 -3.32 -4.85 -1.42
C17 -4.16 1.63 -0.43
O9 -3.60 0.57 -0.76
N4 -5.47 1.89 -0.74
C18 -6.09 3.21 -0.37
C19 -6.35 1.13 -1.61
H36 -3.71 2.30 0.32
H37 -6.31 3.82 -1.24
H38 -5.35 3.66 0.29
H39 -7.02 2.97 0.16
H40 -6.02 0.11 -1.85
H41 -7.27 0.99 -1.05
H42 -6.62 1.60 -2.55
C20 3.67 1.48 -5.17
O10 3.68 1.97 -6.32
N5 2.90 1.94 -4.10
C21 3.09 1.43 -2.76
C22 2.02 3.10 -4.19
H43 4.27 0.61 -4.86
H44 3.65 2.15 -2.16
H45 3.78 0.58 -2.70
H46 2.22 1.15 -2.17
H47 1.59 3.27 -5.18
H48 1.14 2.85 -3.60
H49 2.39 4.06 -3.84
C23 -4.33 1.55 6.21
O11 -3.35 1.48 7.00
N6 -4.19 1.16 4.91
C24 -5.32 1.35 4.11
C25 -2.98 0.45 4.39
H50 -5.28 1.99 6.56
H51 -6.06 2.04 4.53
H52 -5.81 0.44 3.78
H53 -5.14 1.90 3.18
H54 -2.86 0.69 3.33
H55 -2.06 0.69 4.92
H56 -3.16 -0.62 4.37
C26 -1.16 3.60 1.01
O12 -2.22 4.13 1.04
N7 0.04 4.17 0.61
C27 1.26 3.44 0.51
C28 0.12 5.59 0.33
H57 -1.16 2.51 1.19
H58 1.80 3.63 -0.42
H59 1.02 2.37 0.49
H60 1.63 3.76 1.48
H61 0.47 5.68 -0.70
H62 -0.87 6.04 0.25
H63 0.80 6.07 1.03
C29 4.18 -2.67 -0.32
O13 3.02 -2.36 0.01
N8 4.72 -3.90 0.00
C30 6.13 -4.14 -0.18
C31 3.93 -5.04 0.47
H64 4.78 -1.91 -0.84
H65 6.67 -3.19 -0.18
H66 6.37 -4.59 -1.14
H67 6.59 -4.85 0.51
H68 3.87 -5.85 -0.27
H69 4.25 -5.47 1.42
H70 2.91 -4.70 0.66
C32 0.80 2.94 4.32
O14 -0.35 2.74 4.12
N9 1.58 1.86 4.57
C33 3.08 1.97 4.60
C34 1.07 0.52 4.58
H71 1.34 3.90 4.30
H72 3.54 1.03 4.91
H73 3.45 2.85 5.13
H74 3.37 2.19 3.57
H75 0.95 0.13 3.57
H76 1.84 -0.13 4.99
H77 0.09 0.51 5.04
C35 5.65 0.26 1.82
O15 6.61 1.06 1.73
N10 5.53 -0.56 2.80
C36 6.75 -0.86 3.57
C37 4.24 -1.14 3.11
H78 4.73 0.33 1.21
H79 7.17 0.09 3.91
H80 7.48 -1.46 3.03
H81 6.34 -1.29 4.48
H82 4.33 -1.89 3.90
H83 3.61 -0.28 3.34
H84 3.89 -1.63 2.21
C38 -0.07 -0.76 -4.51
O16 -0.54 -0.45 -3.47
N11 1.08 -1.53 -4.61
C39 1.57 -1.99 -5.84
C40 2.00 -1.75 -3.53
H85 -0.53 -0.59 -5.49
H86 1.09 -1.51 -6.70
H87 1.31 -3.04 -6.01
H88 2.62 -1.76 -6.01
H89 1.97 -2.83 -3.39
H90 3.02 -1.38 -3.69
H91 1.54 -1.35 -2.63
C41 -4.93 -3.80 2.07
O17 -4.36 -4.66 2.75
N12 -4.39 -2.65 1.51
C42 -5.23 -1.65 0.87
C43 -3.02 -2.41 1.67
H92 -6.01 -3.89 1.88
H93 -5.45 -1.83 -0.18
H94 -4.88 -0.62 0.94
H95 -6.24 -1.53 1.26
H96 -2.62 -2.99 2.50
H97 -2.54 -2.48 0.69
H98 -2.89 -1.34 1.84